[1]
Density functional theory data (ωB97M-V/def2-TZVPD) for an isolated ion of composition C4H11N4S and charge +1 in a non-equilibrium geometry.

Each line ends with the Mulliken charge.
Positions of all 20 atoms, in Å:
C 0.929 0.840 0.232  0.46
C -1.867 1.002 0.134  -0.06
C 3.118 0.647 -0.624  -0.81
C -1.167 -1.801 0.546  -0.77
N 0.521 -0.235 -0.277  -0.56
N -2.424 1.478 -0.997  -0.36
N 2.099 1.474 0.013  -0.24
N -0.759 -0.717 -0.336  -0.06
S -0.508 1.957 0.815  -0.15
H -2.687 0.739 0.755  0.42
H 3.005 0.822 -1.692  0.27
H 4.046 1.040 -0.168  0.36
H 3.074 -0.404 -0.377  0.30
H -2.182 -2.122 0.394  0.34
H -0.422 -2.569 0.601  0.33
H -1.071 -1.282 1.509  0.32
H -3.320 1.075 -1.247  0.24
H -1.922 2.019 -1.715  0.26
H 2.489 1.910 0.836  0.33
H -1.108 -0.680 -1.352  0.40

Atomic forces in eV per Å
C -3.65 1.47 -0.68
C 1.22 1.00 -1.21
C 1.12 0.78 0.21
C 1.27 1.28 1.43
N 1.84 -2.27 -0.59
N 0.32 -0.09 -0.89
N -0.24 -1.34 1.21
N -2.06 3.59 -1.71
S 0.26 -0.76 0.14
H 0.00 -1.14 1.21
H 0.58 -0.26 -0.03
H -0.07 -0.31 -1.05
H -0.32 -0.22 0.00
H -0.20 -0.12 -0.39
H 0.14 -0.77 -0.48
H -0.46 -0.57 0.24
H 0.10 0.42 -0.16
H -0.30 -0.50 0.74
H -0.43 0.52 0.10
H 0.89 -0.70 1.92

Output
* spin multiplicity: 1
* total charge: +1
* HOMO-LUMO gap: 9.37 eV
* HOMO energy: -13.05 eV

***

[2]
Density functional theory data (ωB97M-V/def2-TZVPD) for a 2-piece molecular cluster, C10H16O2 overall in a non-equilibrium geometry.

Each line ends with the Mulliken charge.
Positions of all 28 atoms, in Å:
C -1.290 -2.035 -1.453  0.33
C -0.186 -1.582 -0.382  -1.10
C -2.665 -1.785 -0.793  -1.42
O -1.300 -0.963 -2.375  -0.56
H -1.235 -3.081 -1.798  0.32
H 0.738 -1.342 -0.909  0.37
H -3.027 -0.728 -0.834  0.28
H -3.410 -2.380 -1.290  0.48
H -2.760 -2.253 0.130  0.41
H -1.949 -1.146 -3.143  0.31
H 0.261 -2.428 0.182  0.46
H -0.396 -0.737 0.230  0.14
C -0.276 2.828 -0.529  -1.69
C 2.490 0.545 0.442  -0.59
C 1.707 1.396 -0.301  -0.33
C 2.095 0.174 1.766  0.37
C 0.530 1.833 0.164  1.13
C 0.863 0.543 2.265  -0.44
C 0.076 1.431 1.455  -0.88
O 3.032 -0.561 2.418  -0.51
H 3.388 0.123 0.082  0.41
H 1.880 1.331 -1.397  0.21
H 3.028 -0.253 3.336  0.34
H 0.573 0.053 3.210  0.35
H 0.062 3.836 -0.313  0.34
H -1.304 2.593 -0.450  0.40
H -0.783 1.767 1.895  0.50
H -0.143 2.819 -1.608  0.39

Atomic forces in eV per Å
C -0.96 2.73 3.29
C 1.20 -2.58 -2.00
C -0.58 -0.56 -1.12
O -0.12 -0.52 -3.77
H 0.51 0.61 -0.28
H -0.14 0.47 -0.56
H 0.81 -0.88 0.37
H -0.62 -0.09 -1.03
H 0.18 -0.22 2.38
H 1.53 0.30 1.97
H -1.09 0.23 0.28
H -0.76 0.35 0.38
C 0.32 0.58 -2.03
C -1.07 0.00 2.18
C 1.70 -2.59 -2.18
C 0.74 0.91 -2.49
C -2.23 0.47 3.33
C -0.22 0.41 -0.82
C 3.78 -1.76 -0.42
O 0.02 -0.25 1.20
H 0.83 -0.31 -0.43
H 0.17 1.04 0.74
H 0.10 -0.43 -0.12
H -0.27 0.77 -0.41
H -0.60 0.29 0.66
H -1.27 0.51 0.68
H -2.36 0.97 0.57
H 0.39 -0.44 -0.36

Output
* spin multiplicity: 1
* SMILES: Cc1ccc(O)cc1.CC(C)O
* HOMO-LUMO gap: 9.20 eV
* HOMO energy: -8.34 eV

***

[3]
Density functional theory data (ωB97M-V/def2-TZVPD) for an isolated ion of composition C12H25N4O4 and charge +1 in a non-equilibrium geometry.

Each line ends with the Mulliken charge.
Positions of all 45 atoms, in Å:
O 1.385 -3.241 -1.285  -0.70
O 1.586 0.065 -0.726  -0.69
O -2.046 -0.364 1.998  -0.74
O 0.835 1.325 -3.580  -0.48
C 2.427 -2.997 -1.945  0.77
C 0.786 -0.347 -1.563  0.26
C -1.275 -0.719 1.070  0.27
N -0.375 -1.661 1.155  0.08
N 2.353 -1.929 -2.775  -0.20
N -0.500 -0.270 -1.307  -0.11
C 3.699 -3.713 -1.683  -1.06
C 0.082 -2.187 2.453  -1.11
C -2.276 2.386 0.693  -1.02
C -2.007 3.308 1.884  -1.04
C 1.770 0.250 -3.651  -1.13
C -1.076 1.642 0.024  -0.71
C -1.332 2.678 3.158  -0.49
C 1.257 -0.940 -2.861  0.23
C -1.325 0.178 -0.181  -0.05
N -2.194 1.756 3.959  -0.17
H 0.603 1.582 -4.453  0.32
H 0.241 -1.795 0.350  0.22
H 3.024 -1.804 -3.547  0.27
H -1.037 -0.508 -2.102  0.27
H 4.495 -3.192 -2.257  0.28
H 3.904 -3.600 -0.612  0.27
H 3.344 -4.651 -1.995  0.33
H 1.152 -2.302 2.521  0.38
H -0.044 -1.528 3.308  0.32
H -0.311 -3.103 2.701  0.40
H -2.976 1.637 0.916  0.58
H -2.789 2.986 -0.030  0.48
H -2.939 3.798 2.173  0.42
H -1.433 4.182 1.593  0.39
H 1.930 -0.081 -4.599  0.65
H 2.791 0.543 -3.326  0.36
H -0.125 1.781 0.559  0.42
H -1.046 2.021 -0.922  0.49
H -0.531 2.177 2.674  0.29
H -0.932 3.528 3.831  0.36
H 0.449 -1.470 -3.405  0.21
H -2.377 0.102 -0.540  0.35
H -1.630 1.102 4.539  0.34
H -2.815 2.210 4.544  0.36
H -2.723 1.169 3.242  0.31

Atomic forces in eV per Å
O 1.59 0.03 -0.65
O 0.46 -0.27 -0.32
O 0.69 -0.38 -0.22
O 0.66 -0.78 0.99
C -3.50 1.66 2.18
C 2.28 0.35 2.93
C -0.95 2.35 0.70
N 1.37 -0.59 0.58
N 1.09 1.30 -1.30
N -2.57 -1.07 -0.93
C 0.07 2.37 -0.51
C 1.05 1.63 -0.14
C 1.27 0.10 0.24
C -0.79 -0.03 1.18
C 0.36 0.96 1.81
C -0.51 0.38 3.48
C 0.17 3.10 -0.56
C -0.19 -1.37 -0.66
C -0.21 -1.18 -0.91
N 1.46 -2.49 -2.64
H -0.28 0.39 -1.10
H -0.18 -0.15 0.33
H -0.18 -0.26 1.05
H -0.81 -0.46 -0.66
H -0.21 -1.08 0.20
H -0.11 -0.45 -0.35
H 0.93 -1.99 -0.17
H 0.52 -0.14 -0.96
H -0.89 0.50 -0.31
H -1.26 -2.10 0.33
H -1.14 -0.96 0.82
H -0.09 0.52 -0.64
H -0.33 -0.20 0.09
H 0.65 -0.18 -0.06
H 0.11 -0.72 -3.17
H -0.74 0.10 0.52
H -0.16 0.18 -0.39
H 0.84 1.15 -2.54
H 0.97 -1.12 0.59
H -0.66 -1.61 -0.94
H -0.06 0.68 0.30
H 0.65 -0.19 0.09
H -0.42 0.41 -0.61
H -1.69 1.42 1.42
H 0.74 0.16 0.91

Output
* spin multiplicity: 1
* total charge: +1
* SMILES: CNC(=O)[C@@H](CCCC[NH3+])NC(=O)[C@@H](CO)NC(C)=O
* HOMO-LUMO gap: 9.21 eV
* HOMO energy: -11.96 eV

***

[4]
Density functional theory data (ωB97M-V/def2-TZVPD) for one molecule with the formula C5H8N2 in a non-equilibrium geometry.

Each line ends with the Mulliken charge.
Positions of all 15 atoms, in Å:
C -0.839 1.130 0.288  -1.42
C -0.179 -0.193 -0.079  1.03
C 1.310 -0.189 -0.476  -0.50
C 1.964 1.121 -0.441  0.28
N 2.474 2.160 -0.423  -0.44
C -0.692 -1.361 0.672  -0.74
N -0.875 -1.274 -0.773  -0.68
H -0.810 1.256 1.376  0.29
H -0.337 1.994 -0.153  0.43
H -1.892 1.151 -0.009  0.35
H 1.401 -0.592 -1.491  0.31
H 1.877 -0.864 0.174  0.26
H -1.557 -1.172 1.311  0.29
H -0.007 -2.120 1.042  0.25
H -1.835 -1.048 -1.017  0.28

Atomic forces in eV per Å
C -0.03 0.07 -0.08
C 0.08 0.12 0.26
C 0.07 -0.10 0.04
C 0.41 0.86 0.04
N -0.48 -0.99 -0.01
C 0.06 -0.12 0.28
N -0.25 0.06 -0.15
H 0.06 0.07 -0.18
H -0.12 -0.12 -0.08
H 0.12 -0.08 -0.02
H -0.05 0.13 0.15
H -0.04 0.10 -0.05
H 0.21 -0.09 -0.11
H -0.14 -0.03 -0.18
H 0.10 0.10 0.09

Output
* spin multiplicity: 1
* SMILES: C[C@@]1(CC#N)CN1
* HOMO-LUMO gap: 10.87 eV
* HOMO energy: -10.01 eV

***

> Among the records above, which one has the highest HOMO energy?

C10H16O2

***

> What is the formula in the fourth record?

C5H8N2